No. 1
108
Properties=species:S:1:pos:R:3:forces:R:3:mulliken_charge:R:1 method="wB97M-V/def2-TZVPD" homo_energy_ev=-9.153 charge=+1 homo_lumo_gap_ha=0.235 spin_multiplicity=1
C -1.646 2.606 -0.444 -1.06 1.02 -0.95 -0.4886
O -0.826 1.460 -0.795 0.62 -0.88 1.86 -0.7273
B -0.320 0.813 0.325 -1.09 2.31 1.02 0.3790
O -0.613 1.398 1.600 -0.16 -1.47 -1.27 -0.1779
N 0.436 -0.478 0.324 0.57 1.07 -1.75 0.8395
C 1.544 -0.696 -0.527 -2.93 -1.40 0.03 -0.3895
N 2.723 -0.103 -0.543 -1.72 -0.44 -0.38 0.9004
C 3.725 -0.591 -1.523 1.95 -0.12 -0.12 -1.0219
C 4.664 0.500 -2.156 0.79 -1.30 -0.78 -0.2819
C 5.356 -0.205 -3.417 -0.46 0.97 -1.08 -0.0081
C 6.674 0.577 -3.772 0.39 -0.49 0.80 -1.6043
C 4.379 -0.092 -4.677 0.34 0.11 -0.06 0.0799
C 4.351 1.349 -5.334 -2.13 0.07 0.54 -0.3934
C 2.922 1.668 -5.953 -0.16 -0.74 -0.63 -1.0100
C 2.285 0.833 -6.888 -0.20 0.03 0.27 0.7036
C 1.709 -0.599 -6.541 1.44 -0.03 -0.78 -0.8500
C 2.050 1.285 -8.379 -1.34 0.18 1.22 -1.1885
C 3.108 0.968 0.390 1.74 0.53 0.51 -0.7098
Cl 2.643 0.657 2.131 0.13 0.19 -1.50 -0.0043
C 2.828 2.458 -0.092 0.18 1.32 1.19 0.2929
C 2.178 3.389 1.029 -0.18 0.16 -1.07 -1.3725
Cl 1.891 2.605 -1.638 0.39 -0.33 0.63 -0.1117
N 1.107 -1.802 -1.372 2.62 -1.01 2.01 -0.2797
C 0.489 -2.682 -0.318 -1.09 -0.59 0.24 -0.8592
P 1.682 -3.381 1.007 -0.49 1.11 1.90 0.1774
N 1.955 -2.412 2.229 1.05 -0.49 -1.03 -0.5069
C -0.574 -1.587 0.181 1.53 -2.41 -0.89 0.1158
S -1.279 -2.319 1.735 0.07 0.76 0.24 -0.2355
C -1.588 -1.529 -1.038 -1.07 0.01 0.36 -1.0566
C -3.116 -1.388 -0.628 0.07 -0.35 -2.25 0.3329
C -3.891 -1.095 -2.009 -0.53 0.14 1.27 -1.3392
O -3.363 -0.338 0.315 0.20 -0.98 0.51 0.0937
C -4.311 -0.737 1.331 -1.70 0.40 -0.04 -0.5838
C -5.710 -1.126 0.728 -1.68 -0.38 -0.87 0.3305
C -6.604 -0.101 0.159 -0.77 -1.64 -0.15 -0.2375
C -7.887 -0.458 -0.449 1.22 -2.30 0.69 -0.6854
C -8.285 -1.876 -0.506 2.04 0.42 1.11 -0.3825
C -7.411 -2.902 0.087 0.55 1.89 -0.16 -0.6146
C -6.134 -2.535 0.690 -0.72 2.10 -0.65 -0.2672
H -2.546 2.316 0.167 1.18 0.18 -0.43 0.1181
H -2.059 3.034 -1.401 0.61 -0.60 0.81 0.2460
H -1.043 3.414 0.039 -0.51 -0.87 -0.20 0.2116
H -1.394 0.927 1.951 0.33 0.44 0.16 -0.0011
H 3.308 -1.185 -2.371 -0.31 0.77 0.90 0.2314
H 4.402 -1.302 -0.955 -0.69 0.68 -0.54 0.0699
H 4.148 1.398 -2.571 0.28 -0.64 0.77 0.0086
H 5.511 0.737 -1.456 -1.03 0.18 -0.48 0.6572
H 5.552 -1.297 -3.220 -0.01 1.07 -0.03 0.5481
H 7.447 0.352 -2.988 -0.57 0.24 -0.71 0.4328
H 6.513 1.685 -3.756 0.03 -0.98 -0.09 0.3097
H 7.110 0.289 -4.760 -0.51 0.17 0.77 0.4065
H 4.683 -0.810 -5.494 -0.27 0.52 1.04 0.5105
H 3.317 -0.338 -4.396 1.09 0.11 -0.13 -0.5539
H 4.564 2.191 -4.625 -0.06 -0.89 -0.38 0.3054
H 5.063 1.465 -6.197 -0.58 -0.28 0.97 0.3531
H 2.358 2.606 -5.686 1.72 0.08 -1.38 0.3567
H 2.408 -1.391 -6.925 -0.80 0.28 0.36 0.2621
H 1.545 -0.743 -5.446 0.23 0.24 -0.95 -0.0108
H 0.714 -0.734 -7.055 1.09 0.32 0.39 0.4202
H 0.946 1.379 -8.568 0.90 0.04 -0.22 0.3184
H 2.423 0.458 -9.049 -0.21 0.79 0.77 0.3053
H 2.580 2.246 -8.617 -0.56 -1.02 0.28 0.3426
H 4.232 0.897 0.462 -1.28 -0.07 -0.29 0.5379
H 3.820 2.953 -0.299 -0.97 -0.88 -0.04 0.5155
H 1.854 4.323 0.484 0.53 -0.84 0.70 0.3877
H 1.256 2.951 1.480 0.90 0.22 -0.22 0.1800
H 2.949 3.650 1.806 -0.89 -0.38 -0.71 0.3899
H 1.846 -2.433 -1.707 0.26 1.03 -0.49 0.4383
H 0.068 -3.657 -0.709 -0.04 1.43 -0.19 0.4368
H 2.850 -3.820 0.307 -0.62 -0.13 -0.21 0.1382
H 1.004 -4.541 1.517 0.13 0.22 -1.06 0.1161
H 2.965 -2.239 2.286 -0.42 0.16 0.25 0.2233
H -1.518 -1.267 2.603 0.35 -0.49 -0.95 0.1183
H -1.300 -0.796 -1.844 -0.22 -0.42 1.27 0.3789
H -1.544 -2.529 -1.563 -0.05 1.01 0.61 0.4586
H -3.501 -2.387 -0.271 0.58 1.15 0.09 0.3856
H -3.187 -0.962 -2.865 -0.73 -0.18 0.63 0.4277
H -4.652 -1.903 -2.183 0.83 0.72 -0.13 0.2902
H -4.478 -0.154 -1.818 0.66 -0.83 -0.49 0.2517
H -3.957 -1.593 1.960 -0.04 0.69 -0.62 0.4109
H -4.462 0.173 1.982 0.32 -0.93 -0.63 0.3459
H -6.336 0.983 0.168 -0.04 -1.12 0.11 0.3276
H -8.578 0.287 -0.902 0.84 -0.51 0.54 0.3568
H -9.244 -2.183 -0.993 1.04 0.38 0.58 0.3556
H -7.694 -3.977 0.055 0.14 1.00 0.00 0.3536
H -5.416 -3.271 1.137 -1.03 0.52 -0.53 0.3210
C 0.995 0.752 4.723 -0.10 -0.05 0.01 -0.9153
C 0.373 0.455 6.080 0.05 0.04 -0.13 -0.6783
N -0.730 1.342 6.411 -0.12 0.19 0.21 0.0858
C -1.135 1.265 7.810 0.11 0.07 0.17 -0.7192
C -1.712 -0.060 8.311 -0.13 -0.05 0.14 -0.9623
C -1.817 1.395 5.445 0.16 0.10 -0.27 -0.6598
C -2.524 0.083 5.092 -0.17 -0.02 -0.12 -0.2279
H 1.297 1.800 4.649 -0.10 0.00 0.02 0.3263
H 1.885 0.134 4.582 -0.09 -0.07 0.11 0.5364
H 0.311 0.528 3.902 0.09 0.04 -0.01 -0.0022
H 1.160 0.578 6.830 -0.22 0.04 0.15 0.5052
H 0.075 -0.602 6.110 0.08 -0.11 -0.02 0.2587
H -1.852 2.064 8.021 0.00 -0.02 -0.19 0.3683
H -0.261 1.506 8.425 0.07 -0.03 -0.15 0.4276
H -2.727 -0.224 7.948 0.05 -0.06 -0.02 0.2343
H -1.765 -0.045 9.403 0.01 0.01 -0.06 0.4030
H -1.097 -0.915 8.029 -0.01 0.03 -0.02 0.2682
H -1.426 1.828 4.517 0.11 -0.04 0.04 0.1030
H -2.564 2.119 5.783 0.11 -0.07 0.19 0.4225
H -1.821 -0.733 4.902 0.05 0.01 0.09 0.1497
H -3.115 0.220 4.180 -0.03 0.02 0.02 -0.1123
H -3.216 -0.230 5.872 0.07 -0.12 -0.04 0.3360

No. 2
52
Properties=species:S:1:pos:R:3:forces:R:3:mulliken_charge:R:1 method="wB97M-V/def2-TZVPD" homo_energy_ev=-10.228 charge=+1 homo_lumo_gap_ha=0.102 spin_multiplicity=1
C -1.132 -1.180 -0.573 -0.11 -0.64 -0.47 -0.4535
C -0.856 -2.765 -0.678 0.57 1.62 1.33 0.4114
Br -2.026 -3.474 -2.169 2.18 -2.81 0.63 0.0140
C 0.695 -3.135 -0.893 -1.02 -0.96 0.28 -1.0409
N 1.607 -2.124 -0.310 -0.81 -0.49 -3.75 0.5200
N 1.908 -2.089 1.019 2.17 3.12 -0.37 -0.4288
C 2.774 -0.961 1.138 -1.02 -0.35 -1.65 0.4421
N 3.286 -0.554 2.309 -1.59 -0.25 -1.87 -0.1623
P 4.352 0.851 2.641 2.91 2.21 1.87 0.1584
O 5.000 1.535 1.237 -2.63 -0.15 1.59 -0.3783
O 3.342 2.044 3.330 -0.04 -2.41 -2.57 -0.4249
N 2.986 -0.343 -0.121 -2.06 -2.96 -0.31 -0.3130
C 2.252 -1.105 -1.057 0.78 -0.04 4.36 0.3760
C 2.072 -0.954 -2.605 -0.49 0.60 0.61 -0.2344
C 3.110 0.021 -3.301 0.60 -0.15 -0.52 -0.5115
F 3.485 1.113 -2.492 -0.62 -1.46 -0.75 -0.2389
H -1.134 -0.785 0.481 -0.06 -0.47 -1.07 0.3371
H -0.436 -0.553 -1.196 -0.74 -0.66 0.59 0.2643
H -2.200 -0.997 -0.990 2.44 0.90 2.54 -0.0782
H -1.205 -3.228 0.286 -0.04 0.19 -1.31 0.4603
H 0.843 -3.305 -1.995 0.37 0.52 1.21 0.3731
H 0.856 -4.139 -0.388 0.00 1.21 -0.61 0.3603
H 1.587 -2.726 1.745 -0.01 0.07 -0.61 0.2246
H 3.006 -1.104 3.132 0.47 0.56 -0.39 0.2537
H 4.516 2.393 1.100 0.52 -0.80 -0.29 0.3248
H 2.507 1.982 2.806 0.21 0.77 0.60 0.3225
H 2.092 -1.971 -3.105 0.24 1.18 0.63 0.3345
H 1.026 -0.547 -2.793 1.17 -0.42 0.41 0.2084
H 2.675 0.454 -4.255 0.34 -0.67 1.21 0.2964
H 4.022 -0.595 -3.587 -0.90 1.00 0.56 0.3047
Cl -0.465 2.009 1.181 0.08 -0.66 -0.06 -0.1565
C -0.144 3.750 1.378 0.08 0.82 -0.04 -0.3727
C 0.644 4.317 0.220 -0.45 0.09 0.13 -0.5030
Cl 2.308 3.681 0.178 0.29 -0.19 -0.13 -0.1313
H 0.377 3.891 2.325 -0.07 -0.09 -0.08 0.3544
H -1.111 4.244 1.443 -0.10 0.05 0.08 0.1569
H 0.712 5.400 0.318 0.00 -0.09 0.12 0.3660
H 0.177 4.092 -0.739 0.09 -0.06 0.10 0.3432
C -3.795 -7.341 -1.611 -0.06 -0.37 0.27 0.3430
Cl -4.209 -8.828 -0.740 0.07 0.34 -0.23 -0.0586
Cl -4.542 -7.342 -3.222 0.12 -1.89 1.39 0.0192
Cl -4.405 -5.938 -0.712 0.07 -0.04 0.01 -0.0923
Cl -2.031 -7.229 -1.787 -0.10 0.04 0.02 -0.0916
Br -4.644 -5.400 -4.704 0.17 2.40 -1.07 -0.2788
F -5.001 6.837 3.211 -1.83 -0.16 -0.62 -0.3159
P -3.822 5.780 2.853 -1.45 0.64 0.71 0.9519
F -4.094 6.160 1.295 -1.60 0.56 -1.03 -0.3398
F -3.301 4.501 3.718 1.78 -0.34 1.26 -0.3315
F -3.182 6.706 4.023 2.01 -0.01 0.56 -0.3276
F -2.355 5.795 2.185 2.85 -0.84 0.26 -0.3126
F -5.000 4.669 2.685 -1.50 -0.11 -1.35 -0.3303
Mg -3.128 -1.513 -2.215 -3.23 1.64 -2.19 0.3857

No. 3
15
Properties=species:S:1:pos:R:3:forces:R:3:mulliken_charge:R:1 method="wB97M-V/def2-TZVPD" homo_energy_ev="-4.919 / -9.818" de_lowest_kcal_mol=16.5 homo_lumo_gap_ha="0.214 / 0.315" s_squared=2.012 spin_multiplicity=3
C 1.553 -1.374 0.134 -1.07 -1.17 0.08 -0.8830
C 0.160 0.855 -1.575 3.40 -1.24 1.86 -1.1369
C 0.320 0.784 1.298 -0.66 0.21 0.65 -1.3754
P -2.257 -0.195 -0.008 -1.30 0.60 3.49 -0.2894
P -0.020 -0.293 -0.071 1.33 -0.78 -3.60 0.6326
H 1.240 -1.485 1.202 1.57 -0.77 -0.48 0.2712
H 1.786 -2.306 -0.502 -0.19 1.81 1.12 0.3255
H -0.709 1.294 -1.856 -2.73 1.24 -0.56 0.4104
H 0.819 1.597 -1.117 -0.02 0.42 -0.51 0.2965
H 0.667 0.504 -2.470 0.09 -0.56 0.18 0.3371
H -0.084 1.753 1.064 0.13 0.60 -0.03 0.4725
H -0.341 0.403 2.079 0.37 0.04 0.49 0.4179
H 1.365 0.815 1.595 -0.08 0.05 0.02 0.3877
H -2.045 -1.194 1.127 -0.77 1.14 -1.12 0.0712
H -2.455 -1.159 -0.899 -0.07 -1.58 -1.59 0.0622

Respective electronic energy values: -94653.40643; -278969.18383; -21844.96275 eV.